C33H34Br2N | ωB97M-V with the def2-TZVPD basis set

```
! RIJCOSX wB97M-V def2-TZVPD def2/J DEFGRID3
* xyz 1 1
C 3.554 -3.530 6.772
C 5.045 -3.377 6.650
Br 5.808 -4.298 5.220
C 5.767 -2.603 7.457
Br 7.630 -2.349 7.306
C 5.182 -1.825 8.575
C 5.387 -2.271 9.853
N 4.892 -1.593 10.899
C 4.188 -0.459 10.755
C 3.972 0.037 9.508
C 4.471 -0.625 8.378
C 4.246 -0.065 7.012
H 3.245 -4.510 6.417
H 3.039 -2.799 6.147
H 3.227 -3.422 7.805
H 5.948 -3.168 10.071
H 5.052 -1.941 11.836
H 3.821 0.025 11.647
H 3.418 0.959 9.403
H 4.188 1.021 7.052
H 5.047 -0.357 6.336
H 3.301 -0.433 6.610
C 2.673 -3.456 2.923
C 2.644 -2.134 2.503
C 1.732 -1.732 1.537
C 0.849 -2.654 0.993
C 0.879 -3.977 1.412
C 1.791 -4.379 2.378
H 3.385 -3.765 3.678
H 3.341 -1.416 2.920
H 1.713 -0.703 1.202
H 0.139 -2.342 0.238
H 0.192 -4.695 0.985
H 1.817 -5.412 2.701
C -1.297 -2.927 -3.804
C -1.364 -1.809 -4.623
C -0.452 -0.775 -4.464
C 0.530 -0.859 -3.487
C 0.597 -1.977 -2.668
C -0.316 -3.011 -2.826
H -2.006 -3.734 -3.930
H -2.126 -1.745 -5.389
H -0.503 0.096 -5.105
H 1.243 -0.053 -3.365
H 1.367 -2.047 -1.909
H -0.260 -3.885 -2.188
C -2.772 3.864 -7.976
C -1.974 4.781 -7.306
C -1.367 4.428 -6.108
C -1.557 3.158 -5.582
C -2.355 2.241 -6.253
C -2.964 2.595 -7.449
H -3.249 4.140 -8.908
H -1.825 5.771 -7.717
H -0.748 5.145 -5.584
H -1.087 2.884 -4.646
H -2.507 1.252 -5.839
H -3.594 1.883 -7.968
C -6.316 4.019 -6.536
C -7.400 3.437 -5.893
C -8.667 3.987 -6.031
C -8.850 5.119 -6.813
C -7.767 5.701 -7.456
C -6.500 5.151 -7.316
H -5.327 3.594 -6.427
H -7.257 2.553 -5.284
H -9.512 3.533 -5.530
H -9.838 5.547 -6.922
H -7.910 6.584 -8.066
H -5.653 5.606 -7.814
*
```

Computed properties:
Kohn-Sham gap   5.6 eV
HOMO   -10.02 eV